DFT (ωB97M-V/def2-TZVPD) results for an isolated ion of composition C7H8F3N4OS and charge +1 in a non-equilibrium geometry.

Computed properties:
* maximum force: 0.0815 Eh/bohr
* HOMO-LUMO gap (alpha / beta): 7.69 / 5.63 eV
* total charge: +1
* energy: -34372.6990 eV

Last column: Mulliken charge in e.
Geometry (Å):
C: -0.34480 -0.66647 -1.49621  0.397
C: -1.44808 -0.41195 -3.23447  0.791
C: 0.51119 -0.82061 2.50476  0.708
C: 0.29070 -0.73028 -0.19686  -0.208
C: 1.86373 1.33588 2.08758  -0.556
C: -2.49504 -0.32814 -4.22368  -1.375
C: 0.77889 2.24664 1.64645  0.952
N: -1.56268 -0.75643 -1.94277  -0.518
N: -0.20614 -0.25561 -3.59691  -0.362
N: 1.52098 0.07442 2.56322  -0.186
N: 0.73173 -1.85533 3.30896  -0.394
O: 0.51526 -0.40834 -2.48272  -0.112
F: 0.75552 2.43973 0.28904  -0.235
F: -0.53114 1.87500 1.93796  -0.238
F: 0.89441 3.48464 2.13715  -0.240
S: -0.62376 -0.93263 1.17951  -0.113
H: 1.34392 -0.53138 -0.28784  0.504
H: 2.79942 1.80088 2.45885  0.362
H: -2.23569 0.34227 -4.94531  0.378
H: -2.34567 -1.25167 -4.61839  0.354
H: -3.47489 -0.29550 -3.90329  0.384
H: 2.10842 -0.06789 3.35997  0.250
H: 1.00091 -1.69824 4.22973  0.222
H: 0.15280 -2.58898 3.22528  0.234